86
Properties=species:S:1:pos:R:3:forces:R:3:mulliken_charge:R:1 method="wB97M-V/def2-TZVPD" spin_multiplicity=3 gap_ha="0.1399 / 0.1149" largest_force_ev_per_a=5.2 charge=+2
W -0.596 0.259 -0.053 5.237 -0.173 0.120 -1.42
C -2.092 1.799 0.147 -0.495 -0.239 -0.435 0.87
C -2.464 0.863 -0.900 -1.340 -0.533 0.956 0.41
C -2.315 -0.338 1.103 -1.399 0.176 -0.793 0.10
C -2.034 1.047 1.384 -0.354 -0.152 -0.044 0.85
C -2.619 -0.457 -0.306 -1.640 0.949 0.406 0.61
C -1.933 3.275 0.001 -0.313 0.562 -0.008 -1.16
H -1.528 3.553 -0.985 -0.182 -0.127 0.336 0.22
H -1.259 3.679 0.771 -0.239 -0.082 -0.306 0.27
H -2.904 3.788 0.118 0.339 -0.107 -0.069 0.32
C -2.058 1.622 2.757 0.049 0.180 0.297 -1.25
H -1.750 2.669 2.770 0.056 -0.109 0.022 0.42
H -1.409 1.064 3.433 -0.046 0.076 0.186 0.20
H -3.077 1.581 3.176 0.284 -0.007 -0.196 0.28
C -2.459 -1.404 2.134 0.049 -0.359 0.079 -1.18
H -3.511 -1.556 2.426 0.346 0.127 -0.086 0.34
H -1.891 -1.138 3.033 -0.154 -0.122 -0.025 0.35
H -2.078 -2.364 1.764 -0.112 0.105 0.109 0.20
C -3.198 -1.641 -0.995 -0.167 -0.390 -0.282 -1.23
H -4.300 -1.604 -0.964 0.344 0.065 0.008 0.29
H -2.892 -2.572 -0.508 -0.145 0.161 -0.121 0.40
H -2.900 -1.691 -2.055 -0.071 -0.009 0.390 0.28
C -2.857 1.208 -2.285 -0.169 0.089 -0.578 -0.77
H -3.858 1.672 -2.292 0.347 -0.098 0.067 0.31
H -2.908 0.310 -2.909 0.021 0.313 0.167 0.21
H -2.151 1.900 -2.747 -0.208 -0.011 0.010 -0.01
C 1.428 0.707 -3.250 -0.315 0.357 0.200 0.18
C 0.383 1.533 -3.393 0.500 -0.151 0.483 0.87
C -0.310 1.758 -4.693 -0.406 0.430 -0.350 -1.46
C -1.197 0.611 -5.276 -0.482 0.299 -0.387 -1.47
C -1.294 -0.701 -4.553 -0.026 -0.453 -0.067 -0.41
C -0.248 -1.516 -4.406 -0.253 -0.082 -0.019 -0.19
C 1.097 -1.215 -5.003 0.443 -0.365 -0.227 -1.27
C 1.989 -0.099 -4.376 0.662 -0.274 -0.101 -1.43
H 0.421 2.016 -5.476 -0.001 -0.051 0.398 0.52
H -0.818 0.435 -6.296 -0.254 -0.144 0.257 0.54
H -0.939 2.654 -4.584 0.178 -0.271 -0.115 0.41
H 2.289 0.563 -5.206 -0.098 -0.001 0.391 0.49
H 1.978 0.659 -2.302 -0.301 0.068 -0.130 0.14
H 0.059 2.166 -2.558 0.187 -0.278 -0.101 0.16
H 2.927 -0.561 -4.031 -0.270 0.149 -0.127 0.35
H 1.681 -2.148 -4.988 -0.167 0.319 -0.133 0.44
H -0.367 -2.515 -3.965 -0.111 0.451 -0.153 0.62
H 0.980 -0.948 -6.067 -0.166 -0.238 0.317 0.45
H -2.216 1.010 -5.394 0.322 -0.130 -0.058 0.32
H -2.309 -1.038 -4.284 0.651 0.101 0.036 0.96
P 1.302 1.985 0.570 0.133 0.242 -0.399 1.03
C 1.274 3.073 2.067 0.076 0.041 -0.007 -1.49
H 2.140 3.749 1.966 -0.330 -0.256 0.091 0.62
H 1.375 2.554 3.028 -0.049 0.034 -0.286 0.35
H 0.370 3.683 2.095 0.078 -0.085 0.015 0.23
C 2.973 1.244 0.785 0.098 0.180 0.079 -1.14
H 3.655 1.997 1.202 -0.080 -0.210 -0.133 0.48
H 3.381 0.900 -0.173 -0.155 0.025 0.174 0.38
H 2.927 0.393 1.475 0.025 0.086 -0.115 0.15
C 1.664 3.322 -0.660 0.041 -0.056 -0.029 -1.27
H 2.064 2.907 -1.593 -0.130 0.039 0.224 0.39
H 2.402 4.021 -0.243 -0.111 -0.246 -0.080 0.57
H 0.762 3.899 -0.899 0.150 -0.219 0.108 0.30
P 0.607 -2.139 -0.149 0.267 -0.229 -0.692 1.42
C -0.417 -3.404 -1.014 -0.205 -0.067 0.063 -1.37
H 0.212 -4.236 -1.358 -0.037 0.186 0.176 0.54
H -0.913 -2.967 -1.896 0.252 -0.077 0.472 0.00
H -1.189 -3.807 -0.342 0.255 0.120 -0.215 0.44
C 2.114 -2.211 -1.206 0.171 0.041 -0.031 -1.16
H 1.834 -2.207 -2.269 0.014 0.129 0.307 0.10
H 2.672 -3.138 -1.002 -0.193 0.244 -0.092 0.57
H 2.770 -1.356 -1.005 -0.102 -0.185 -0.084 0.23
C 1.247 -3.114 1.294 -0.118 -0.034 0.120 -1.54
H 1.660 -4.064 0.920 -0.209 0.310 0.071 0.65
H 0.459 -3.346 2.022 0.064 0.049 -0.210 0.41
H 2.060 -2.591 1.817 -0.140 0.002 -0.299 0.27
Cl 0.523 1.757 5.545 -0.110 -0.284 0.396 -0.08
C 0.941 0.114 5.795 0.751 0.344 0.093 0.86
C 1.295 -0.347 7.055 0.000 0.407 0.111 -0.63
C 1.741 -1.669 7.237 -0.577 0.514 -0.288 -0.29
C 1.861 -2.513 6.121 0.282 -0.167 -0.469 -0.94
C 1.527 -2.060 4.861 0.004 -0.799 0.310 -0.26
C 1.031 -0.742 4.635 -0.650 0.335 -0.202 0.64
C 0.680 -0.331 3.357 1.431 -0.740 0.986 1.20
H 1.278 0.350 7.899 -0.147 -0.326 -0.320 0.45
H 1.964 -2.026 8.253 0.033 0.179 -0.579 0.43
H 2.270 -3.511 6.250 -0.121 0.140 -0.063 0.44
H 1.705 -2.680 3.981 -0.222 -0.028 0.358 0.25
H 0.562 -1.095 2.585 0.156 0.416 0.084 -0.64
H 0.725 0.712 3.074 -0.725 -0.077 0.030 -0.72

=====

54
Properties=species:S:1:pos:R:3:forces:R:3:mulliken_charge:R:1 method="wB97M-V/def2-TZVPD" spin_multiplicity=2 gap_ha="0.2468 / 0.1084" largest_force_ev_per_a=3.9 charge=+1
Cl 6.888 14.577 -20.219 -0.323 -0.734 -0.115 -0.17
C 7.076 13.821 -21.852 -0.258 0.620 -0.470 -0.45
C 8.327 14.395 -22.440 0.696 -0.057 0.224 -0.22
Cl 8.121 16.157 -22.705 0.287 -0.400 -0.235 -0.17
H 6.244 14.149 -22.475 -0.209 -0.079 0.339 0.35
H 7.097 12.731 -21.857 0.051 0.096 0.589 0.30
H 8.622 13.881 -23.355 -0.280 0.300 -0.207 0.33
H 9.144 14.248 -21.733 0.059 0.231 -0.094 0.05
Cl 17.530 17.399 -13.663 0.200 0.047 0.121 -0.18
C 18.302 16.387 -14.892 0.356 -0.432 -0.184 -0.36
C 17.393 16.141 -16.049 0.042 -1.070 -0.866 -0.28
Cl 17.043 17.596 -16.921 -0.629 1.571 -0.560 -0.18
H 18.627 15.448 -14.444 -0.270 0.005 0.138 0.31
H 19.200 16.833 -15.320 -0.031 0.481 0.477 0.30
H 16.445 15.634 -15.868 0.261 0.082 0.436 0.11
H 17.934 15.602 -16.827 0.096 -0.651 0.446 0.32
Cl 14.256 14.575 -16.940 0.462 -0.825 0.075 -0.26
C 12.861 15.069 -17.886 -1.595 -0.165 0.130 0.75
C 11.947 13.913 -18.328 0.106 -0.754 -0.357 -0.87
Cl 10.411 14.416 -19.233 1.267 0.072 0.472 -0.11
H 13.229 15.561 -18.786 -0.285 0.315 0.348 -0.12
H 12.332 15.680 -17.154 -0.075 0.680 -0.738 -0.11
H 11.511 13.256 -17.576 0.475 0.391 0.444 0.39
H 12.547 13.237 -18.939 -0.333 0.131 -0.472 0.40
Cl 14.276 16.757 -20.940 0.746 0.148 1.123 -0.19
C 14.557 16.739 -22.691 -1.242 0.036 -0.642 -0.65
C 15.369 17.929 -23.202 -0.392 -0.924 0.847 -0.28
Cl 15.211 18.056 -25.000 0.140 0.008 1.086 -0.18
H 13.513 16.929 -22.939 0.255 -0.487 -1.074 0.30
H 14.888 15.734 -22.951 0.041 0.316 -0.214 0.41
H 16.405 17.811 -22.884 0.028 0.314 -0.435 0.31
H 14.888 18.741 -22.657 0.423 0.611 -0.672 0.22
N 12.320 18.180 -16.554 -0.113 -1.305 1.103 -0.47
C 11.396 19.070 -16.246 0.024 -0.041 -0.151 -0.33
C 11.153 20.157 -17.053 0.362 0.932 0.248 -0.43
C 11.991 20.369 -18.152 -1.585 0.193 -0.531 -0.38
C 12.945 19.446 -18.430 0.665 -0.306 -1.089 -0.47
C 13.047 18.363 -17.622 1.232 -0.554 0.531 0.14
H 10.871 18.870 -15.323 -0.319 0.209 0.029 0.41
H 10.420 20.881 -16.728 -0.185 0.060 -0.313 0.38
H 11.779 21.087 -18.930 -0.016 0.646 0.423 0.37
H 13.585 19.429 -19.299 -0.031 0.565 -0.146 0.32
H 13.867 17.678 -17.784 -0.012 -0.423 -0.101 0.46
N 9.257 12.176 -13.907 -0.331 1.650 -3.487 -0.02
C 8.221 11.852 -14.696 1.042 -1.918 2.430 -0.19
C 7.962 12.481 -15.882 -0.618 -0.174 0.172 -0.37
C 8.783 13.492 -16.282 0.667 1.154 1.279 -0.25
C 9.957 13.773 -15.516 -1.071 -1.716 -0.890 -0.17
C 10.209 13.021 -14.334 -0.571 0.289 0.273 -0.38
H 7.714 10.930 -14.453 -0.276 -0.054 0.259 0.40
H 7.141 12.054 -16.439 -0.078 0.355 -0.259 0.40
H 8.395 14.137 -17.057 0.805 -0.017 -0.618 0.50
H 10.689 14.403 -15.999 0.166 0.550 0.862 0.53
H 11.037 13.237 -13.676 0.173 0.029 0.015 0.44

=====

100
Properties=species:S:1:pos:R:3:forces:R:3:mulliken_charge:R:1 method="wB97M-V/def2-TZVPD" spin_multiplicity=2 gap_ha="0.3554 / 0.0795" largest_force_ev_per_a=5.4 charge=+1
C -1.659 1.872 -3.454 -0.886 -1.949 0.710 -0.60
O -2.287 2.775 -4.371 -1.880 1.254 0.283 -0.26
C -3.581 3.179 -4.163 1.526 0.549 -0.700 0.76
O -4.331 2.710 -3.289 0.496 0.055 -0.447 -0.31
O -4.000 4.177 -4.935 -1.390 -2.260 1.689 -0.28
C -3.142 4.653 -5.938 2.079 0.461 -0.318 -0.49
H -0.587 1.744 -3.601 -0.210 0.844 -0.368 0.14
H -2.087 0.884 -3.618 0.035 -0.169 -0.303 0.49
H -1.908 2.029 -2.404 0.185 0.835 -0.056 0.26
H -2.311 5.028 -5.340 0.497 0.306 -0.857 0.24
H -3.577 5.458 -6.531 -0.484 -0.246 0.479 0.26
H -2.811 3.847 -6.592 -0.043 0.089 0.041 0.26
C 1.875 -3.874 2.044 -1.367 0.511 0.712 -0.29
O 1.824 -5.230 2.447 0.454 -2.043 -0.776 -0.32
C 1.722 -5.614 3.711 0.675 1.073 2.941 0.85
O 1.750 -4.822 4.668 -0.297 -1.868 -1.951 -0.62
O 1.685 -6.984 3.826 -0.581 1.404 -1.077 -0.32
C 1.848 -7.578 5.128 0.316 1.111 0.366 -0.62
H 2.227 -3.753 1.020 0.527 -0.670 0.224 0.22
H 2.396 -3.250 2.771 0.059 -0.091 -0.109 0.43
H 0.822 -3.597 1.997 -0.035 0.685 0.197 -0.13
H 1.475 -8.602 5.161 0.244 0.113 -0.690 0.25
H 1.310 -7.037 5.907 -0.032 0.283 -0.204 0.26
H 2.915 -7.486 5.330 -0.064 -0.479 0.351 0.30
C 1.441 -2.232 -3.298 0.073 -1.316 -0.073 -0.69
O 0.441 -2.611 -2.287 0.119 0.987 -0.230 -0.25
C 0.503 -3.769 -1.597 1.869 -0.976 -1.505 0.83
O 1.494 -4.491 -1.557 -1.522 1.142 0.418 -0.60
O -0.701 -4.031 -1.105 0.858 1.485 -0.288 -0.23
C -0.814 -5.165 -0.264 -0.560 -0.602 -0.703 -0.68
H 2.480 -2.430 -3.034 -0.212 0.019 0.687 0.33
H 1.343 -1.187 -3.592 -0.437 -0.205 0.535 0.04
H 1.286 -2.851 -4.181 -0.294 -0.006 -0.004 0.47
H -0.523 -6.038 -0.848 0.170 -0.131 0.324 0.42
H -1.899 -5.172 -0.159 0.225 -0.491 0.802 0.23
H -0.221 -5.068 0.646 -0.297 -0.085 -0.017 0.23
C -1.991 -6.565 6.151 -0.071 -0.441 0.677 -0.75
O -1.711 -6.115 4.813 -0.345 1.099 -0.312 -0.28
C -2.125 -4.856 4.480 -0.875 0.246 -0.258 0.64
O -2.690 -4.070 5.192 0.380 -0.314 0.182 -0.57
O -1.912 -4.641 3.158 0.441 -1.039 -0.176 -0.19
C -2.244 -3.466 2.426 0.586 1.596 -0.016 -0.70
H -1.743 -7.624 6.219 0.340 0.091 -0.543 0.27
H -3.035 -6.546 6.467 -0.185 0.579 -0.578 0.35
H -1.416 -6.064 6.929 0.142 0.376 -0.378 0.32
H -1.473 -2.696 2.441 0.704 -0.328 0.651 0.14
H -3.091 -2.838 2.702 -0.585 -0.954 0.504 0.50
H -2.268 -3.650 1.352 -0.436 -0.807 0.294 0.17
C -2.089 5.848 3.119 -0.698 -0.985 -1.082 -0.52
O -1.547 6.991 2.440 -1.075 0.256 1.496 -0.33
C -0.470 6.966 1.709 1.142 3.099 -1.870 0.76
O -0.044 7.967 1.142 -0.605 -1.414 0.790 -0.60
O 0.063 5.789 1.607 0.587 -3.025 0.690 -0.28
C 1.144 5.491 0.751 0.256 0.262 -1.579 -0.51
H -2.955 6.135 3.714 0.591 0.594 0.278 0.32
H -1.391 5.197 3.646 0.287 0.652 0.182 0.24
H -2.548 5.201 2.371 0.160 -0.127 -0.279 0.22
H 0.944 5.904 -0.237 0.067 0.636 0.043 0.28
H 1.202 4.430 0.506 -0.365 -0.237 0.922 0.02
H 2.135 5.812 1.072 -0.323 0.270 0.422 0.36
C 5.782 0.806 -2.373 2.194 -1.278 -2.188 -0.55
C 4.499 0.300 -2.872 0.097 0.130 -0.481 0.41
O 3.832 0.438 -1.612 -3.562 -3.765 -1.636 -0.15
C 4.259 1.498 -1.032 -0.893 0.702 2.117 0.64
O 3.764 2.005 -0.082 -0.726 0.691 0.850 -0.56
O 5.329 1.866 -1.625 3.426 3.126 0.051 -0.33
F 4.511 -0.961 -3.340 -0.227 0.094 0.584 -0.30
H 6.476 1.117 -3.154 -0.063 0.226 0.209 0.35
H 6.227 -0.008 -1.801 0.289 0.224 0.441 0.32
H 4.092 0.972 -3.628 -0.598 -0.161 0.037 0.11
C 1.395 5.045 -3.319 -0.906 -0.097 -1.060 -0.39
C 2.338 4.037 -2.724 0.908 3.076 -1.129 0.34
O 2.770 3.311 -3.840 1.400 -0.883 0.387 -0.30
C 1.924 3.451 -4.859 -1.402 1.137 -2.939 0.56
O 1.960 3.003 -5.980 0.538 -0.255 2.304 -0.55
O 0.971 4.359 -4.520 -0.007 0.394 0.359 -0.40
F 1.764 3.245 -1.883 -1.495 -2.279 2.116 -0.12
H 1.934 5.962 -3.558 -0.024 -0.016 -0.265 0.39
H 0.492 5.310 -2.769 0.269 -0.270 0.332 0.26
H 3.123 4.609 -2.229 0.673 -0.722 -0.085 0.34
C 1.300 -0.474 0.180 0.249 0.212 0.203 -0.10
C 0.659 0.611 -0.682 1.517 0.171 0.818 0.67
O -0.695 0.498 -0.457 -2.123 1.191 0.909 -0.20
C -0.968 -0.331 0.558 -0.943 -3.794 0.253 0.32
O -2.066 -0.666 1.016 2.945 1.941 -1.255 -0.39
O 0.176 -1.060 0.789 -1.703 0.388 1.522 -0.37
F 0.841 0.366 -1.964 0.298 -0.211 -2.398 -0.22
H 1.983 -0.034 0.907 -0.148 -0.046 0.171 0.41
H 1.817 -1.282 -0.339 -0.012 0.409 -0.465 0.15
H 1.019 1.623 -0.498 -0.137 -0.074 0.301 -0.26
C -2.196 1.749 3.549 -1.949 -1.013 0.493 -0.26
Cl -0.679 2.336 3.118 1.889 0.692 -0.352 -0.10
Cl -3.467 2.370 2.463 -0.236 0.005 -0.198 -0.12
H -2.210 0.664 3.451 -0.031 0.156 0.070 0.07
H -2.519 2.048 4.546 0.394 -0.010 -0.086 0.45
C -4.608 0.575 -0.316 -0.994 0.676 -0.896 0.38
Cl -5.118 -0.426 -1.729 0.426 0.668 0.995 0.00
Cl -5.690 1.976 -0.051 0.540 -0.825 -0.253 -0.03
H -4.515 0.012 0.613 0.006 -0.220 -0.207 0.38
H -3.650 0.995 -0.622 0.182 -0.096 0.231 -0.27

=====

8
Properties=species:S:1:pos:R:3:forces:R:3:mulliken_charge:R:1 method="wB97M-V/def2-TZVPD" gap_ha="0.3346 / 0.3219" largest_force_ev_per_a=3.9
C -1.444 0.346 -0.148 0.893 0.318 -2.032 0.24
C 1.084 -0.246 0.071 -3.793 0.458 0.831 0.82
N -0.194 0.504 0.433 0.074 0.574 -0.772 -0.39
N -2.001 0.318 0.971 0.703 -0.859 -0.108 -0.27
F 1.470 -0.971 1.095 0.136 -1.040 -0.122 -0.22
F 0.913 -0.964 -1.066 0.678 0.168 0.766 -0.24
F 1.964 0.699 -0.086 0.731 0.486 -0.854 -0.22
H -1.791 0.314 -1.270 0.578 -0.104 2.291 0.27

=====

7
Properties=species:S:1:pos:R:3:forces:R:3:mulliken_charge:R:1 method="wB97M-V/def2-TZVPD" gap_ha=0.3744 largest_force_ev_per_a=2.9 smiles="C=NBr.Br"
C 1.027 0.958 -1.129 -0.321 -0.756 -0.687 -0.14
N 0.565 -0.207 -1.094 0.132 -1.097 0.907 -0.30
Br 1.695 -1.724 -0.702 -0.027 0.914 -0.466 -0.08
H 1.944 1.457 -1.266 1.932 -0.412 0.488 0.27
H 0.253 1.645 -1.225 -1.722 1.347 -0.236 0.25
Br -2.775 -0.411 2.587 -0.146 2.850 -0.524 -0.18
H -2.709 -1.717 2.829 0.152 -2.846 0.519 0.18